[1]
The following is a DFT calculation (the ωB97M-V functional and the def2-TZVPD basis) of a molecular structure, C2H5N4O at a distorted geometry.

Geometry as XYZ:
```
12
Properties=species:S:1:pos:R:3
C -0.36229 -0.00487 -0.13703
H 0.63956 0.86593 -1.65780
H 1.35488 0.87240 0.81646
H -0.97678 0.77649 -1.96094
N -1.30198 -0.85390 0.31439
O -2.16818 -1.39488 -0.46182
N -0.29274 0.59165 -1.34726
H -0.92938 -1.48362 1.15048
C -4.36138 0.31906 0.62622
N -3.54060 -0.33572 0.16841
N 0.59609 0.04406 0.77657
H 0.35670 -0.41256 1.72515
```

Its LUMO energy (spin up / spin down) is -6.54 / -7.09 eV. The gap between HOMO and LUMO (spin up / spin down) comes out at 8.7 / 7.4 eV. As for the charge: +1. Its highest occupied orbital energy (spin up / spin down) is -15.2 / -14.5 eV. For the energy above the lowest of the compared OMol25 structures with the same formula, charge and spin, the calculation gives 734.23 kJ/mol.

Löwdin atomic charge list, values in e, 2 entries: atom 1 (C): -0.37, atom 2 (H): 0.16

[2]
The following is a DFT calculation (the ωB97M-V functional and the def2-TZVPD basis) of a molecular structure, C14H31F3HgN2O6 at a distorted geometry.

Geometry as XYZ:
```
57
Properties=species:S:1:pos:R:3
H 4.50982 -26.80409 0.95360
H 9.47140 -18.62644 0.26967
C 9.59393 -24.37524 3.44299
O 8.19686 -24.62824 3.47894
H 9.47817 -19.10554 -1.39846
H 4.96141 -26.55410 -4.31993
H 9.49393 -24.73478 1.23407
H 7.66044 -20.55221 0.52451
H 6.74428 -26.49540 -3.94813
H 11.02299 -24.82162 1.95404
C 9.98065 -25.07437 2.14835
O 0.30782 -22.21485 -1.18496
H 4.75966 -17.49199 0.33842
C 7.33543 -23.95766 4.40054
H 3.96037 -29.47117 -0.33908
H 3.50728 -27.40472 -0.09466
H 8.37977 -21.23184 -1.51349
F 6.23172 -24.52975 6.45343
C 0.28030 -21.86045 -2.39518
O 6.34708 -23.42405 3.53842
Hg 4.45577 -22.97146 -0.32010
C -1.00511 -21.39831 -3.04513
H 3.56159 -18.72610 0.21184
H -0.97217 -21.06065 -4.08099
N 4.35305 -26.85508 -0.04285
H 6.13989 -28.23019 -2.44610
C 5.76143 -26.05943 -3.76913
O 5.49241 -19.37294 -0.15493
O 1.31785 -21.87959 -3.07178
H -1.43286 -20.68481 -2.34083
C 5.42573 -27.73680 -0.45250
H 4.40114 -27.87923 -2.29559
C 4.98840 -29.23548 -0.06394
C 7.78333 -19.89901 -0.33940
H 6.36844 -27.42117 -0.00554
C 6.75452 -18.74654 -0.26105
F 6.21685 -26.09326 5.11334
F 8.01614 -25.52149 6.11012
H 9.95000 -23.35872 3.27560
H 6.89007 -18.08897 -1.11973
N 7.50763 -20.72248 -1.50859
H 4.36224 -18.17268 -1.28658
C 5.39910 -27.59201 -1.96441
H 10.10294 -24.79282 4.31170
C 9.23166 -19.45557 -0.39605
H 9.94293 -26.16357 2.16591
C 4.50009 -18.38712 -0.22681
H 7.92791 -23.15744 4.84407
O 5.54941 -26.21564 -2.32891
C 6.98090 -25.07128 5.50694
H 9.85196 -20.31070 -0.12755
H 4.96666 -29.18072 1.02447
H -1.63886 -22.28408 -3.08838
H 5.72124 -29.90246 -0.51802
H 7.54343 -20.07447 -2.28248
H 7.02267 -18.12656 0.59442
H 5.79900 -24.98148 -3.92624
```

Its LUMO energy is -5.84 eV. The gap between HOMO and LUMO comes out at 2.3 eV. As for the charge: 0. Its highest occupied orbital energy is -8.1 eV.

Löwdin atomic charge list, values in e, 2 entries: atom 1 (H): 0.07, atom 2 (H): 0.08

[3]
The following is a DFT calculation (the ωB97M-V functional and the def2-TZVPD basis) of C3H8N2 in the gas phase at a distorted geometry.

Geometry as XYZ:
```
13
Properties=species:S:1:pos:R:3
C -0.10385 0.92655 -0.39903
H -1.84238 -1.43144 -0.49663
H 1.21243 2.20674 -1.38432
C -0.04918 -0.30605 0.13911
H -2.11005 -0.47054 0.88940
C -1.32342 -1.03649 0.38859
H -1.11182 1.35036 -0.44812
N 1.14393 -0.99953 0.48230
H 1.19327 -1.90529 0.01624
H 1.27170 2.26080 0.32915
H 1.85977 -0.44379 -0.00823
N 1.01099 1.76996 -0.51630
H -1.15137 -1.92129 1.00785
```

As for the SMILES: C/C(N)=C/N. Its LUMO energy is 1.10 eV. The gap between HOMO and LUMO comes out at 9.2 eV. As for the charge: 0. Its highest occupied orbital energy is -8.1 eV. For the energy above the lowest of the compared OMol25 structures with the same formula, charge and spin, the calculation gives 160.43 kJ/mol.

Löwdin atomic charge list, values in e, 2 entries: atom 1 (C): -0.21, atom 2 (H): 0.08

[4]
The following is a DFT calculation (the ωB97M-V functional and the def2-TZVPD basis) of a gas-phase ion, C5H8N2P (charge +1) at a distorted geometry.

Geometry as XYZ:
```
16
Properties=species:S:1:pos:R:3
C -0.83039 -1.21818 1.34222
H 3.33228 1.57471 0.72854
H 1.42907 2.48873 -0.81762
H 1.20400 -0.50854 1.51109
C 0.23817 0.22223 -0.23640
H -2.82353 -0.45482 -1.13139
H -2.86078 -1.71436 0.83879
H 1.96759 0.66169 -2.03155
H -0.78335 -1.79382 2.24925
C 0.29184 -0.51156 0.93424
H -1.00375 0.76738 -1.92342
N -1.98028 -0.46842 -0.57114
C -1.96945 -1.17808 0.56641
N 2.93288 0.77690 0.25441
P 1.76974 1.12673 -0.71803
C -0.91404 0.22941 -0.99542
```

As for the SMILES: N=[PH2]c1ccc[nH+]c1. Its LUMO energy is -4.92 eV. The gap between HOMO and LUMO comes out at 7.8 eV. As for the charge: +1. Its highest occupied orbital energy is -12.7 eV. For the energy above the lowest of the compared OMol25 structures with the same formula, charge and spin, the calculation gives 0.00 kJ/mol.

Löwdin atomic charge list, values in e, 2 entries: atom 1 (C): 0.02, atom 2 (H): -0.01

[5]
The following is a DFT calculation (the ωB97M-V functional and the def2-TZVPD basis) of a molecular structure, C4H8O3 at a distorted geometry.

Geometry as XYZ:
```
15
Properties=species:S:1:pos:R:3
C 0.95411 0.62695 0.55554
H -2.45005 0.97131 -0.88361
H -1.75789 -0.48827 -1.63510
H 0.81176 -0.92573 -1.31519
O 1.48530 1.38774 -0.22925
C -1.10249 -0.09411 0.33431
H -0.31576 0.94642 0.76124
H -0.76871 0.98865 -1.47793
C 0.76786 -1.08383 -0.24187
H 2.20882 0.89816 1.94336
H 0.15669 -1.94085 0.04294
H 1.76164 -1.31552 0.13625
C -1.54211 0.38110 -1.01325
O -1.61541 -0.72108 1.19472
O 1.40624 0.36907 1.82783
```

Its LUMO energy is 0.49 eV. The gap between HOMO and LUMO comes out at 9.6 eV. As for the charge: 0. Its highest occupied orbital energy is -9.1 eV. For the energy above the lowest of the compared OMol25 structures with the same formula, charge and spin, the calculation gives 471.00 kJ/mol.

Löwdin atomic charge list, values in e, 2 entries: atom 1 (C): -0.62, atom 2 (H): 0.10

[6]
The following is a DFT calculation (the ωB97M-V functional and the def2-TZVPD basis) of 2 unconnected molecules or ions with the total composition C5H12OS2 at a distorted geometry.

Geometry as XYZ:
```
20
Properties=species:S:1:pos:R:3
H 1.93911 -2.90667 1.04974
H 1.97885 0.21990 1.22249
H 0.51490 3.16850 -0.22387
O 0.03718 0.04296 2.98455
S -0.19799 0.60055 -1.67127
H 0.74343 -0.75355 0.30026
H -2.26224 -1.03249 -2.27647
H 0.43465 -1.86488 2.93815
C -0.54340 3.04352 -0.54003
C -1.07388 1.58913 -0.40983
H -2.20919 1.52595 -0.60766
H -1.13591 3.67680 0.14097
S -1.17904 -1.21451 -1.43109
C 2.42204 -1.88278 1.03118
H 3.18257 -1.97286 1.79421
H -0.83208 1.20102 0.63155
H -0.65729 3.42789 -1.53294
C 0.60445 -0.89482 2.44655
C 1.43792 -0.74547 1.17662
H 2.95558 -1.86730 0.09792
```

As for the SMILES: CCC=O.CCSS. Its LUMO energy is 0.44 eV. The gap between HOMO and LUMO comes out at 9.7 eV. As for the charge: 0. Its highest occupied orbital energy is -9.2 eV. For the energy above the lowest of the compared OMol25 structures with the same formula, charge and spin, the calculation gives 70.93 kJ/mol.

Löwdin atomic charge list, values in e, 2 entries: atom 1 (H): 0.09, atom 2 (H): 0.13

[7]
The following is a DFT calculation (the ωB97M-V functional and the def2-TZVPD basis) of 5 unconnected molecules or ions with the total composition C42H47IN5O24 at a distorted geometry.

Geometry as XYZ:
```
119
Properties=species:S:1:pos:R:3
C -4.63507 2.11118 1.73374
O -0.63210 -0.64524 0.46930
C -2.71923 1.97472 8.24566
O 12.75532 2.84354 -12.54090
C -8.54957 -0.11027 0.84851
H -10.37178 -2.12050 0.64162
C 11.86052 1.72289 -10.62818
O -8.15766 1.72649 5.14197
C -8.39882 1.49064 2.74536
C 4.22212 0.72488 -1.39019
H 8.66338 2.05589 -5.78141
O -0.47636 -3.39339 2.73049
H 0.78634 -2.48487 1.33468
O -7.50155 -0.22017 4.17854
C -0.46986 -1.89980 4.68752
H -8.49269 -4.27772 0.48239
H -3.76046 3.65430 9.15297
C 6.39799 -0.48871 -5.03924
H 9.07099 -1.62522 -8.17338
O -1.54177 0.05096 7.44946
O -3.02259 2.20555 7.08501
H -8.21529 2.55317 2.72634
C -7.14929 2.74683 5.19164
O -3.09298 3.18332 11.66842
H -2.27875 0.63232 2.35472
C -2.74743 2.47884 10.60671
C -0.22337 -2.86485 1.45162
O 9.53011 0.27584 -7.51676
C -5.81379 2.27804 5.64672
C 7.10980 0.83825 -4.99549
O -2.18352 1.81373 0.65388
O 12.59362 -1.84642 -12.43892
C 12.47790 1.66542 -11.99757
O 11.44979 -1.87059 -10.06111
H 0.11769 -1.00559 4.85558
H 11.04997 0.51028 -8.99790
O -6.18791 -0.57107 -2.80034
C 3.67517 -2.01978 -0.84362
H 0.02015 -0.08256 2.31227
N -5.60694 0.59279 0.56026
C 8.59573 0.11196 -6.75721
H 2.34267 2.01827 -1.22850
H 5.55989 -3.30357 -0.99200
C 5.05513 -1.52960 -1.17431
C -5.68476 -0.42569 -0.44218
C 11.50842 0.47036 -9.97632
C -9.34318 -2.45213 0.53646
H -0.34112 -3.68082 0.75034
C 2.84690 0.24101 -1.03786
H -9.47259 1.36172 2.70082
H -9.57579 0.21056 0.92977
C -1.87552 1.28399 10.88322
N -4.43051 1.24801 0.76988
C -7.95425 0.90017 4.06569
O 6.64902 1.71922 -4.11438
H 12.48124 3.51286 -11.88664
H -1.78756 -1.49667 1.98162
O -1.54976 1.07122 12.03144
C 7.86759 -1.20073 -6.82186
H -7.08075 -2.58918 2.19841
H -8.96848 -1.48617 2.37795
H 0.65635 -3.69969 4.36283
H 11.73355 -2.53922 -10.71230
C 6.83689 -1.47414 -6.01028
C 5.30072 -0.23796 -1.42756
H 0.45439 1.01102 1.04523
O 5.48345 -0.68358 -4.25734
H -1.20234 2.00168 2.42193
O -7.42805 3.87037 4.87103
H -2.67906 2.74580 12.43705
C -6.09907 0.12310 -1.83057
C 12.39097 -0.74976 -11.95350
H -5.07004 2.70224 4.99447
O 5.99899 -2.45883 -1.20154
H -2.87680 -0.00615 0.05298
C -1.86909 0.76862 8.52227
C -6.47581 1.12792 1.46314
N -5.86960 2.04698 2.19681
C -3.13780 1.04493 0.06927
H -9.09939 -3.91576 1.93684
C -0.34734 0.38256 1.39440
H -3.24328 1.35421 -0.96477
H -8.32233 -0.07802 -0.20836
H -9.10737 -2.37553 -0.51974
C 8.14305 1.10888 -5.80351
H 13.17085 0.44918 -13.59664
N -7.75583 0.81943 1.63674
C -3.13755 2.79626 9.36257
H -0.66338 -2.33695 5.65323
C -8.50189 -1.51768 1.39492
C 0.31872 -2.85982 3.77389
O 11.68238 2.81757 -10.13040
H 1.19244 -2.33700 3.40000
H 6.28975 0.12411 -1.66679
H 6.30897 -2.41639 -6.04325
O 1.90238 1.17807 -0.99785
I -6.56338 2.24530 -1.98722
C 2.59395 -1.04563 -0.78305
H -1.95330 0.50445 6.69273
H -1.38875 -1.62488 4.18803
H -3.92034 2.79959 2.12559
C -1.47460 0.44879 9.75890
N -9.28852 -3.85855 0.94479
O 4.36452 1.91061 -1.63481
C -1.23872 -1.77223 1.08759
H -4.73461 -0.91310 -0.59803
C 11.75357 -0.68848 -10.59650
H -1.96620 -2.16643 0.38702
C 12.72582 0.50218 -12.61331
C -1.54336 1.19645 1.78565
H -5.65244 2.67931 6.63502
H -5.76302 1.20168 5.67945
H -6.40146 -1.19094 -0.19685
H -0.86098 -0.41588 9.96815
O 8.31796 -2.05731 -7.72562
H 1.60332 -1.39954 -0.53504
O -7.15564 -1.90267 1.53774
H 5.89048 1.30819 -3.66257
O 3.51723 -3.20687 -0.63638
```

Its LUMO energy is -3.32 eV. The gap between HOMO and LUMO comes out at 7.1 eV. As for the charge: +1. Its highest occupied orbital energy is -10.4 eV.

Löwdin atomic charge list, values in e, 2 entries: atom 1 (C): -0.04, atom 2 (O): -0.14